1.
Below is a single C2H4Cl2 molecule, with properties calculated with ωB97M-V/def2-TZVPD.

Properties
**Molecular weight**: 98.96 g mol⁻¹
**ΔE to the lowest compared entry with this formula, charge and spin**: 18.8 kcal per mole
**Electronic energy**: -27183.1455 eV
**Structure (SMILES)**: ClCCCl
**Orbital gap**: 11.5 eV
**HOMO**: -10.53 eV

Each line ends with the natural charge from an NBO analysis.
Positions of all 8 atoms, in Å:
Cl 1.068 -1.581 -0.693  -0.0053
C 0.762 -0.067 0.044  -0.4159
C -0.696 0.277 0.031  -0.3840
Cl -1.793 -1.090 -0.029  -0.0352
H 1.219 0.741 -0.480  0.2101
H 1.232 0.006 0.959  0.2107
H -0.785 0.877 -0.751  0.1984
H -1.008 0.837 0.919  0.2212


2.
Below is a molecular structure, C2H4Cl2F6MgN3O12S6, with properties calculated with ωB97M-V/def2-TZVPD.

Properties
**Molecular weight**: 663.66 g mol⁻¹
**ΔE to the lowest compared entry with this formula, charge and spin**: 66.8 kcal per mole
**Electronic energy**: -142985.9492 eV
**Total charge**: -1
**Orbital gap**: 9.5 eV
**HOMO**: -7.71 eV

Each line ends with the natural charge from an NBO analysis.
Positions of all 36 atoms, in Å:
Mg -0.335 0.460 0.200  1.7828
N 2.513 0.872 -2.421  -0.9878
S 1.665 0.161 -3.592  2.3597
O 0.269 -0.113 -3.295  -0.9097
O 2.358 -0.683 -4.539  -0.8921
F 1.526 1.551 -4.403  -0.5164
S 2.406 -0.502 -1.483  2.4018
O 2.972 -1.755 -1.921  -0.8515
O 1.177 -0.494 -0.694  -1.0773
F 3.414 0.005 -0.385  -0.4861
N 0.676 1.889 0.792  -1.3603
S 0.801 3.243 -0.259  2.4149
O 2.010 3.402 -1.004  -0.8372
O 0.031 4.388 0.140  -0.8589
F -0.128 2.621 -1.375  -0.5038
S 1.623 2.451 1.963  2.4794
O 0.928 3.379 2.801  -0.8894
O 2.989 2.588 1.626  -0.8678
F 1.618 1.155 2.885  -0.5129
N -2.005 0.127 -0.475  -1.3429
S -3.421 1.020 -0.652  2.4214
O -4.358 0.857 0.424  -0.8701
O -3.887 1.310 -1.963  -0.8401
F -2.764 2.424 -0.234  -0.5065
S -2.608 -1.203 -1.163  2.4266
O -2.634 -1.206 -2.588  -0.8353
O -3.591 -1.914 -0.375  -0.8694
F -1.322 -2.133 -0.847  -0.5211
Cl -2.306 -3.206 3.090  -0.0383
C -0.613 -3.660 2.773  -0.3991
C 0.340 -2.499 2.926  -0.3659
Cl 0.056 -1.117 1.879  -0.0945
H -0.542 -4.164 1.811  0.2349
H -0.482 -4.428 3.534  0.2343
H 1.401 -2.738 2.894  0.2458
H 0.223 -2.090 3.931  0.2326


3.
Below is 2 unconnected molecules or ions with the total composition C2H4Cl2N2, with properties calculated with ωB97M-V/def2-TZVPD.

Properties
**Molecular weight**: 126.97 g mol⁻¹
**ΔE to the lowest compared entry with this formula, charge and spin**: 104.7 kcal per mole
**Electronic energy**: -30159.1565 eV
**Orbital gap (spin up / spin down)**: 8.2 / 8.1 eV
**HOMO (spin up / spin down)**: -7.63 / -7.70 eV

Each line ends with the natural charge from an NBO analysis.
Positions of all 10 atoms, in Å:
C -1.656 0.869 -0.311  -0.2304
C 2.069 -1.178 0.339  -0.4951
N -0.289 0.611 -0.190  -0.1599
N 0.739 1.098 0.043  -0.0257
Cl -2.423 -0.755 0.033  -0.0528
Cl 0.642 -1.752 -0.198  0.0911
H -1.918 1.544 0.532  0.2258
H -1.976 1.263 -1.226  0.2377
H 1.908 -0.714 1.343  0.2017
H 2.903 -0.986 -0.364  0.2076


4.
Below is 2 unconnected molecules or ions with the total composition C2H4Cl2S, with properties calculated with ωB97M-V/def2-TZVPD.

Properties
**Molecular weight**: 131.03 g mol⁻¹
**ΔE to the lowest compared entry with this formula, charge and spin**: 95.2 kcal per mole
**Electronic energy**: -38014.8975 eV
**Orbital gap (spin up / spin down)**: 8.0 / 8.4 eV
**HOMO (spin up / spin down)**: -9.00 / -8.51 eV

Each line ends with the natural charge from an NBO analysis.
Positions of all 9 atoms, in Å:
C 1.253 0.980 1.091  -0.4894
C -1.135 -0.860 -0.318  -0.2921
S -0.881 0.335 -1.587  0.0854
Cl -2.696 -0.864 0.440  0.0511
Cl -0.565 -2.473 -0.786  -0.0004
H 0.469 1.702 0.774  0.1629
H 0.911 0.034 1.356  0.1638
H 2.193 1.195 0.640  0.1621
H 0.450 -0.050 -1.609  0.1565


5.
Below is 2 unconnected molecules or ions with the total composition C2H4Cl2S, with properties calculated with ωB97M-V/def2-TZVPD.

Properties
**Molecular weight**: 131.03 g mol⁻¹
**ΔE to the lowest compared entry with this formula, charge and spin**: 96.8 kcal per mole
**Electronic energy**: -38014.8249 eV
**Orbital gap (spin up / spin down)**: 8.2 / 8.4 eV
**HOMO (spin up / spin down)**: -8.18 / -8.84 eV

Each line ends with the natural charge from an NBO analysis.
Positions of all 9 atoms, in Å:
C -1.528 -0.095 -0.471  -0.4811
C 0.881 -0.144 0.555  -0.3277
S 1.682 1.260 -0.051  0.0885
Cl 1.354 -1.715 0.179  0.0746
Cl 0.680 0.099 2.350  -0.0161
H -1.702 0.554 -1.267  0.1674
H -1.694 -1.095 -0.709  0.1623
H -2.000 0.180 0.606  0.1882
H 2.327 0.956 -1.192  0.1439


6.
Below is 2 unconnected molecules or ions with the total composition C2H4Cl2Si, with properties calculated with ωB97M-V/def2-TZVPD.

Properties
**Molecular weight**: 127.05 g mol⁻¹
**ΔE to the lowest compared entry with this formula, charge and spin**: 83.3 kcal per mole
**Electronic energy**: -35058.9585 eV
**Orbital gap (spin up / spin down)**: 8.3 / 7.5 eV
**HOMO (spin up / spin down)**: -8.82 / -7.71 eV

Each line ends with the natural charge from an NBO analysis.
Positions of all 9 atoms, in Å:
C -0.475 -0.356 -1.794  -0.5149
C 0.458 -0.837 -1.030  -0.1835
Si 0.314 0.558 1.800  0.9819
Cl -1.375 -0.309 2.385  -0.3646
Cl 2.025 0.685 2.772  -0.3256
H -0.483 -0.376 -2.824  0.2012
H -1.364 0.124 -1.340  0.2031
H 1.388 -1.256 -1.301  0.1638
H -0.489 1.767 1.331  -0.1615


7.
Below is 2 unconnected molecules or ions with the total composition C2H4Cl3, with properties calculated with ωB97M-V/def2-TZVPD.

Properties
**Molecular weight**: 134.41 g mol⁻¹
**ΔE to the lowest compared entry with this formula, charge and spin**: 0.0 kcal per mole
**Electronic energy**: -39708.9178 eV
**Total charge**: -1
**Orbital gap**: 7.5 eV
**HOMO**: -4.19 eV

Each line ends with the natural charge from an NBO analysis.
Positions of all 9 atoms, in Å:
Cl 2.266 2.011 -0.735  -0.9778
Cl -2.398 -0.025 0.086  -0.1299
C -0.652 0.389 -0.062  -0.3641
C 0.264 -0.743 0.323  -0.4110
Cl 0.008 -2.205 -0.643  -0.0948
H -0.486 1.199 0.642  0.2394
H -0.444 0.735 -1.068  0.2486
H 0.182 -1.002 1.375  0.1999
H 1.260 -0.360 0.081  0.2897


8.
Below is 2 unconnected molecules or ions with the total composition C2H4Cl3NO, with properties calculated with ωB97M-V/def2-TZVPD.

Properties
**Molecular weight**: 164.42 g mol⁻¹
**ΔE to the lowest compared entry with this formula, charge and spin**: 62.8 kcal per mole
**Electronic energy**: -43240.5487 eV
**Orbital gap**: 7.8 eV
**HOMO**: -8.89 eV

Each line ends with the natural charge from an NBO analysis.
Positions of all 11 atoms, in Å:
C 1.523 -0.164 -0.396  0.3022
C -1.291 0.105 0.348  0.1648
N -0.370 -0.209 1.200  -0.8273
O 1.971 1.027 -0.309  -0.5522
Cl -1.428 -1.459 -0.997  -0.3822
Cl -0.999 1.613 -0.585  -0.0556
Cl -2.937 0.057 0.867  0.0189
H 0.740 -0.604 -1.132  0.2529
H 2.039 -0.858 0.203  0.1860
H -0.652 -1.080 1.645  0.3771
H 1.403 1.571 -0.844  0.5154


9.
Below is a single C2H4Cl3OP molecule, with properties calculated with ωB97M-V/def2-TZVPD.

Properties
**Molecular weight**: 181.39 g mol⁻¹
**ΔE to the lowest compared entry with this formula, charge and spin**: 104.3 kcal per mole
**Electronic energy**: -51039.9346 eV
**Structure (SMILES)**: O[PH2]=CC(Cl)(Cl)Cl
**Orbital gap**: 8.4 eV
**HOMO**: -8.41 eV

Each line ends with the natural charge from an NBO analysis.
Positions of all 11 atoms, in Å:
O 0.439 0.043 -1.744  -0.9909
P 0.394 -1.015 -0.626  1.4267
C 0.633 -0.024 0.816  -0.9308
C -0.383 0.992 1.050  -0.0741
Cl -2.027 0.428 0.660  -0.0485
Cl -0.397 1.533 2.766  0.0076
Cl -0.283 2.480 0.027  -0.0302
H 0.083 -0.189 -2.678  0.5243
H -0.615 -1.700 -1.100  -0.1179
H 1.260 -2.147 -0.962  -0.0367
H 0.897 -0.402 1.792  0.2704


10.
Below is 2 unconnected molecules or ions with the total composition C2H4ClFO, with properties calculated with ωB97M-V/def2-TZVPD.

Properties
**Molecular weight**: 98.50 g mol⁻¹
**ΔE to the lowest compared entry with this formula, charge and spin**: 88.4 kcal per mole
**Electronic energy**: -19422.0639 eV
**Orbital gap**: 9.2 eV
**HOMO**: -9.44 eV

Each line ends with the natural charge from an NBO analysis.
Positions of all 9 atoms, in Å:
C 0.716 0.452 -0.388  -0.2377
C -1.816 -0.345 0.040  0.2146
O 1.547 0.321 0.678  -0.7059
F -1.833 -1.629 -0.275  -0.3281
Cl -2.159 -0.108 1.594  0.0946
H 1.196 1.064 -1.260  0.1545
H -0.189 1.080 -0.121  0.1909
H 0.333 -0.469 -0.605  0.1564
H 2.205 -0.368 0.336  0.4608


11.
Below is a molecular structure, C2H4ClFO2, with properties calculated with ωB97M-V/def2-TZVPD.

Properties
**Molecular weight**: 114.50 g mol⁻¹
**ΔE to the lowest compared entry with this formula, charge and spin**: 50.3 kcal per mole
**Electronic energy**: -21471.4792 eV
**Orbital gap**: 10.7 eV
**HOMO**: -9.98 eV

Each line ends with the natural charge from an NBO analysis.
Positions of all 10 atoms, in Å:
C 0.544 -0.588 -0.012  -0.2570
C -1.968 0.472 0.086  0.7997
O -2.467 1.359 -0.742  -0.6736
O -0.184 0.507 -0.412  -0.6418
F -1.933 0.745 1.383  -0.2937
Cl -2.523 -1.126 -0.223  0.0267
H -0.128 -1.137 0.620  0.1778
H 1.385 -0.288 0.713  0.1706
H 0.999 -1.196 -0.942  0.1699
H -1.727 1.680 -1.176  0.5213


12.
Below is 2 unconnected molecules or ions with the total composition C2H4ClI2, with properties calculated with ωB97M-V/def2-TZVPD.

Properties
**Molecular weight**: 317.31 g mol⁻¹
**ΔE to the lowest compared entry with this formula, charge and spin**: 0.0 kcal per mole
**Electronic energy**: -30865.1467 eV
**Total charge**: -1
**Orbital gap**: 7.0 eV
**HOMO**: -4.31 eV

Each line ends with the natural charge from an NBO analysis.
Positions of all 9 atoms, in Å:
I 0.412 2.375 -1.129  0.0025
I 2.588 -0.625 0.005  0.0025
C -0.221 0.403 -0.633  -0.5383
C 0.561 -0.206 0.505  -0.5381
H -1.291 0.491 -0.362  0.2952
H -0.156 -0.195 -1.562  0.2268
H 0.582 0.442 1.402  0.2269
H 0.119 -1.177 0.801  0.2948
Cl -2.594 -1.508 0.972  -0.9723


Copy entry 6 word for word.
Below is 2 unconnected molecules or ions with the total composition C2H4Cl2Si, with properties calculated with ωB97M-V/def2-TZVPD.

Properties
**Molecular weight**: 127.05 g mol⁻¹
**ΔE to the lowest compared entry with this formula, charge and spin**: 83.3 kcal per mole
**Electronic energy**: -35058.9585 eV
**Orbital gap (spin up / spin down)**: 8.3 / 7.5 eV
**HOMO (spin up / spin down)**: -8.82 / -7.71 eV

Each line ends with the natural charge from an NBO analysis.
Positions of all 9 atoms, in Å:
C -0.475 -0.356 -1.794  -0.5149
C 0.458 -0.837 -1.030  -0.1835
Si 0.314 0.558 1.800  0.9819
Cl -1.375 -0.309 2.385  -0.3646
Cl 2.025 0.685 2.772  -0.3256
H -0.483 -0.376 -2.824  0.2012
H -1.364 0.124 -1.340  0.2031
H 1.388 -1.256 -1.301  0.1638
H -0.489 1.767 1.331  -0.1615


- Look up the electronic energy of the twelfth one.
  -30865.1467 eV